[1]
C6H11N | ωB97M-V with the def2-TZVPD basis set

Each line ends with the natural charge from an NBO analysis.
Cartesian coordinates (Å):
C -0.909 -1.992 -0.035  -0.61
C -1.011 -0.524 -0.451  -0.39
C 0.197 0.318 0.004  -0.22
C -0.158 2.716 0.102  -0.42
C 1.499 -0.065 -0.699  -0.61
C 0.350 0.282 1.456  0.27
N 0.459 0.224 2.609  -0.32
H -0.054 -2.486 -0.506  0.21
H -1.817 -2.535 -0.321  0.22
H -0.790 -2.081 1.050  0.22
H -1.925 -0.093 -0.034  0.22
H -1.097 -0.450 -1.543  0.22
H -0.923 2.665 0.906  0.15
H 0.790 2.917 0.647  0.15
H -0.066 1.428 -0.431  0.24
H 2.300 0.642 -0.481  0.23
H 1.810 -1.061 -0.370  0.23
H 1.369 -0.070 -1.785  0.22

HOMO (spin up / spin down) = -8.9 / -8.9 eV
ΔE to the lowest compared entry with this formula, charge and spin = 451.1 kJ/mol

[2]
C24H52Cl2FN8O11S2 | ωB97M-V with the def2-TZVPD basis set

Each line ends with the Löwdin charge.
Cartesian coordinates (Å):
C -1.888 6.376 2.937  -0.12
C -2.158 5.946 1.350  -0.58
Cl -1.500 4.294 0.827  0.60
C -2.904 6.770 0.362  -0.61
Cl -3.552 8.449 0.941  0.52
S -3.307 6.311 -1.409  0.64
O -3.815 7.604 -2.141  -0.45
O -4.544 5.348 -1.341  -0.43
N -2.029 5.504 -2.280  -0.35
S -1.684 6.271 -3.814  0.78
O -0.514 5.443 -4.472  -0.42
O -1.147 7.729 -3.667  -0.39
F -3.024 6.222 -4.924  -0.28
H -1.891 7.537 3.107  0.07
H -0.823 5.924 3.229  0.06
H -2.745 5.820 3.557  0.11
C -0.034 0.122 -2.277  -0.02
C -0.969 1.286 -2.100  -0.55
O -1.784 1.335 -1.181  -0.02
N -0.898 2.310 -2.997  0.03
C -0.020 2.445 -4.135  -0.09
H -0.212 -0.612 -1.485  0.07
H -0.213 -0.360 -3.241  0.08
H 1.004 0.460 -2.207  0.08
H -1.559 3.055 -2.809  0.11
H 0.567 3.358 -4.004  0.07
H -0.640 2.544 -5.030  0.09
H 0.651 1.593 -4.248  0.07
C 2.930 3.947 -6.785  -0.01
C 2.587 2.602 -7.365  -0.55
O 2.761 1.558 -6.739  0.01
N 2.068 2.559 -8.625  -0.01
C 1.789 3.658 -9.517  -0.08
H 3.332 3.816 -5.776  0.09
H 3.689 4.437 -7.399  0.08
H 2.032 4.567 -6.720  0.09
H 1.864 1.618 -8.942  0.14
H 0.723 3.635 -9.759  0.08
H 2.367 3.507 -10.432  0.08
H 2.043 4.625 -9.081  0.08
C 1.173 3.133 5.952  -0.02
C 0.580 3.822 4.755  -0.54
O 0.493 5.047 4.684  0.00
N 0.129 3.050 3.725  0.01
C 0.139 1.611 3.614  -0.07
H 1.486 3.881 6.686  0.08
H 0.427 2.483 6.418  0.08
H 2.051 2.554 5.655  0.08
H -0.255 3.590 2.958  0.06
H 0.718 1.345 2.726  0.09
H -0.892 1.275 3.483  0.09
H 0.573 1.128 4.490  0.08
C -5.248 -1.102 0.797  -0.02
C -6.184 0.061 0.974  -0.55
O -6.998 0.110 1.893  0.00
N -6.112 1.086 0.077  0.01
C -5.235 1.221 -1.061  -0.07
H -5.426 -1.836 1.589  0.08
H -5.428 -1.585 -0.167  0.09
H -4.211 -0.764 0.868  0.07
H -6.774 1.830 0.265  0.14
H -4.648 2.133 -0.930  0.08
H -5.855 1.320 -1.956  0.08
H -4.564 0.369 -1.174  0.07
C -2.110 -2.554 1.403  -0.01
C -1.021 -3.437 1.948  -0.53
O -0.086 -2.987 2.608  0.00
N -1.090 -4.774 1.693  0.01
C -2.094 -5.494 0.947  -0.08
H -1.915 -1.517 1.690  0.09
H -2.129 -2.613 0.311  0.09
H -3.077 -2.851 1.818  0.08
H -0.321 -5.299 2.094  0.14
H -2.538 -6.240 1.610  0.08
H -1.599 -6.003 0.117  0.08
H -2.875 -4.839 0.560  0.08
C 5.486 -3.649 1.004  -0.01
C 4.492 -4.778 0.976  -0.56
O 4.798 -5.907 0.599  0.00
N 3.217 -4.522 1.386  0.00
C 2.661 -3.277 1.860  -0.08
H 6.456 -4.010 0.650  0.08
H 5.156 -2.842 0.345  0.09
H 5.607 -3.282 2.027  0.08
H 2.610 -5.332 1.337  0.14
H 2.279 -3.441 2.871  0.08
H 1.831 -3.005 1.203  0.08
H 3.395 -2.471 1.874  0.08
C 3.997 -6.873 3.871  -0.01
C 2.939 -7.792 4.414  -0.54
O 1.798 -7.403 4.657  0.01
N 3.272 -9.095 4.639  -0.01
C 4.543 -9.745 4.422  -0.08
H 3.579 -5.870 3.747  0.07
H 4.836 -6.813 4.570  0.09
H 4.338 -7.228 2.895  0.08
H 2.506 -9.648 5.004  0.14
H 4.388 -10.566 3.717  0.08
H 4.881 -10.153 5.377  0.08
H 5.298 -9.064 4.028  0.08

HOMO = -6.8 eV
ΔE to the lowest compared entry with this formula, charge and spin = 550.0 kJ/mol
Net charge = -1

[3]
C10H12N2O | ωB97M-V with the def2-TZVPD basis set

Each line ends with the natural charge from an NBO analysis.
Cartesian coordinates (Å):
C -2.304 2.201 -1.101  -0.22
C -2.651 0.948 -0.860  -0.20
C -1.075 2.694 -0.702  -0.19
C -1.839 0.078 -0.086  -0.21
C -0.200 1.836 -0.121  -0.17
C -0.605 0.553 0.218  -0.09
C 1.258 -1.272 -1.250  0.20
C 0.293 -0.333 1.025  0.13
C 0.875 -2.617 -0.912  -0.68
C 1.972 -0.549 2.622  -0.44
N 1.311 -0.356 -1.998  0.19
N 1.229 0.160 1.647  -0.42
O 1.612 0.719 -2.450  -0.41
H -3.022 2.778 -1.679  0.21
H -3.547 0.592 -1.503  0.21
H -0.798 3.711 -0.691  0.22
H -1.936 -0.955 0.129  0.20
H 0.739 2.046 0.219  0.23
H -0.202 -1.415 1.162  0.13
H -0.227 -2.624 -1.050  0.24
H 1.179 -2.781 0.103  0.24
H 1.335 -3.229 -1.609  0.24
H 3.102 -0.228 2.622  0.21
H 1.595 -0.329 3.664  0.21
H 1.905 -1.628 2.602  0.17

HOMO = -9.0 eV
SMILES string = C/N=C/c1ccccc1.CC#[N+][O-]
ΔE to the lowest compared entry with this formula, charge and spin = 557.1 kJ/mol

- Number 1 is which compound?
  C6H11N

- Among the records above, which one has the lowest ΔE to the lowest compared entry with this formula, charge and spin?
  C6H11N

- Look up the ΔE to the lowest compared entry with this formula, charge and spin of the first one.
  451.1 kJ/mol

- What is the ΔE to the lowest compared entry with this formula, charge and spin in the first record?
  451.1 kJ/mol